# 1
This record from the OMol25 dataset describes a structure of composition C44H41CoN6O6 in a non-equilibrium geometry. The level of theory is wB97M-V/def2-TZVPD.

```
98
Properties=species:S:1:pos:R:3:lowdin_charge:R:1
Co -0.90 -0.03 0.54 0.52
C -6.93 1.56 -3.24 -0.08
C -5.54 1.43 -2.70 -0.32
C -4.47 2.07 -3.29 -0.03
C -3.14 1.95 -2.82 -0.16
C -2.15 2.76 -3.39 -0.11
N -0.82 2.48 -3.40 -0.02
C -0.34 1.17 -3.76 -0.21
C 0.75 0.62 -2.84 -0.17
C 0.95 -0.85 -3.18 -0.18
N 1.80 -1.57 -2.27 0.08
C 1.61 -2.89 -2.05 0.01
C 0.37 -3.48 -1.77 -0.13
C 0.13 -4.80 -2.20 -0.01
C -1.01 -5.50 -1.85 -0.29
C -1.35 -6.83 -2.46 -0.06
C -1.83 -4.95 -0.87 0.01
C -1.57 -3.70 -0.32 -0.11
C -2.24 -3.35 0.90 -0.12
N -1.85 -2.44 1.69 0.05
C -2.49 -2.36 2.98 -0.24
C -2.51 -0.92 3.46 -0.18
C -3.34 -0.04 2.54 -0.22
N -2.96 -0.05 1.14 -0.01
C -3.96 0.11 0.35 -0.10
C -4.02 0.58 -0.99 -0.14
C -5.30 0.71 -1.54 -0.04
C -2.86 1.11 -1.65 -0.29
O -1.70 0.97 -1.22 -0.04
C -0.61 -2.81 -0.91 -0.26
O -0.57 -1.58 -0.68 -0.04
H -6.93 1.71 -4.32 0.06
H -7.44 2.41 -2.79 0.07
H -7.52 0.67 -3.02 0.07
H -4.63 2.68 -4.17 0.10
H -2.45 3.69 -3.85 0.11
H -0.19 3.24 -3.59 0.13
H 0.03 1.20 -4.80 0.12
H -1.19 0.49 -3.72 0.12
H 0.43 0.70 -1.81 0.06
H 1.69 1.17 -2.97 0.12
H 1.36 -0.93 -4.20 0.13
H -0.03 -1.35 -3.17 0.13
H 2.73 -1.20 -2.16 0.13
H 2.49 -3.52 -2.07 0.14
H 0.84 -5.25 -2.88 0.12
H -0.86 -6.95 -3.43 0.07
H -2.42 -6.92 -2.61 0.07
H -1.03 -7.65 -1.81 0.08
H -2.65 -5.53 -0.47 0.12
H -3.08 -4.02 1.18 0.13
H -1.89 -2.96 3.68 0.12
H -3.51 -2.79 2.96 0.11
H -1.49 -0.56 3.46 0.07
H -2.93 -0.86 4.47 0.12
H -3.24 0.99 2.89 0.12
H -4.41 -0.32 2.64 0.11
H -4.97 0.00 0.80 0.12
H -6.14 0.27 -1.02 0.10
O 1.01 3.22 5.21 0.10
C 1.71 2.11 5.30 -0.53
O 2.56 1.95 6.15 0.06
C 1.40 1.03 4.33 -0.04
C 2.00 -0.22 4.34 -0.01
N 1.42 -0.94 3.37 0.04
N 0.49 -0.25 2.72 0.05
C 0.46 0.95 3.27 -0.14
C -0.47 1.96 2.67 -0.55
O -0.68 3.02 3.29 0.02
O -0.99 1.65 1.57 -0.03
H 0.31 3.21 4.45 0.06
H 2.78 -0.59 4.97 0.12
H 1.63 -1.88 3.07 0.16
C 0.90 0.30 0.31 -0.02
C 2.07 0.68 0.35 -0.10
C 3.29 1.31 0.54 -0.15
C 4.52 0.73 0.09 -0.18
C 4.58 -0.63 -0.28 -0.06
C 5.74 -1.19 -0.77 -0.11
C 6.89 -0.43 -0.89 -0.12
C 6.86 0.91 -0.53 -0.10
C 5.70 1.48 -0.06 -0.04
C 3.21 2.59 1.21 -0.18
C 4.20 3.05 2.08 -0.05
C 4.06 4.26 2.73 -0.09
C 2.93 5.04 2.55 -0.10
C 1.93 4.58 1.71 -0.08
C 2.06 3.38 1.05 -0.02
H 3.69 -1.24 -0.15 0.09
H 5.76 -2.23 -1.06 0.09
H 7.80 -0.86 -1.28 0.09
H 7.75 1.52 -0.63 0.10
H 5.68 2.54 0.16 0.10
H 5.07 2.44 2.29 0.11
H 4.85 4.60 3.40 0.10
H 2.82 5.98 3.07 0.10
H 1.02 5.16 1.59 0.11
H 1.27 3.02 0.40 0.12
```

Output
**Lowest unoccupied orbital energy (spin up / spin down)**: 1.038 / 1.031 eV
**Spin multiplicity**: 4
**Total energy**: -3863.986839 a.u.
**Charge**: -1
**HOMO-LUMO gap (spin up / spin down)**: 3.6 / 5.4 eV
**ΔE to the lowest compared entry with this formula, charge and spin**: 257.42 kJ/mol
**E_HOMO (spin up / spin down)**: -2.570 / -4.338 eV


# 2
This record from the OMol25 dataset describes a structure of composition C44H42AlF4N14OP. The level of theory is wB97M-V/def2-TZVPD.

```
107
Properties=species:S:1:pos:R:3:lowdin_charge:R:1
Al 0.37 -0.86 -0.02 -0.07
C 5.12 1.36 -4.51 -0.04
C 4.36 0.85 -3.32 -0.26
C 4.61 1.33 -2.03 -0.01
C 3.89 0.88 -0.95 0.00
C 2.90 -0.11 -1.07 -0.22
N 2.20 -0.55 0.07 0.02
C 2.95 -0.83 1.22 -0.21
C 4.23 -1.38 1.16 -0.01
C 4.93 -1.72 2.30 -0.02
C 4.38 -1.55 3.57 -0.26
C 5.13 -1.96 4.81 -0.04
C 3.11 -1.01 3.64 0.02
C 2.42 -0.63 2.49 -0.10
N 1.15 0.02 2.67 -0.01
C 0.76 0.68 3.77 -0.01
C -0.59 0.97 3.65 0.00
C -0.94 0.44 2.42 -0.10
N 0.10 -0.13 1.82 0.06
C 2.63 -0.56 -2.36 -0.12
C 3.35 -0.08 -3.46 0.02
N 1.61 -1.53 -2.62 -0.02
C 1.55 -2.41 -3.63 -0.01
C 0.37 -3.11 -3.53 0.00
C -0.24 -2.60 -2.39 -0.11
N 0.51 -1.64 -1.85 0.05
H 6.14 1.64 -4.23 0.09
H 5.18 0.61 -5.30 0.08
H 4.64 2.24 -4.93 0.09
H 5.37 2.09 -1.89 0.13
H 4.09 1.28 0.04 0.13
H 4.68 -1.55 0.19 0.13
H 5.93 -2.13 2.20 0.13
H 6.16 -1.62 4.77 0.09
H 4.67 -1.56 5.71 0.08
H 5.15 -3.05 4.90 0.09
H 2.64 -0.90 4.61 0.12
H 1.46 0.92 4.55 0.14
H -1.21 1.50 4.35 0.12
H -1.91 0.44 1.95 0.07
H 3.10 -0.43 -4.46 0.12
H 2.35 -2.49 -4.35 0.14
H 0.02 -3.89 -4.18 0.12
H -1.16 -2.90 -1.91 0.11
F 0.17 0.93 -3.87 0.12
C -0.54 1.94 -4.35 -0.15
C -1.10 1.83 -5.57 -0.13
F -0.92 0.71 -6.25 0.16
C -1.87 2.91 -6.17 0.00
C -1.82 4.17 -5.44 -0.12
C -1.24 4.27 -4.23 -0.13
F -1.29 5.43 -3.58 0.16
C -0.65 3.14 -3.55 0.00
C -0.27 3.18 -2.23 -0.11
C 0.02 1.98 -1.51 -0.03
N 0.16 1.00 -0.93 0.27
C -0.21 4.36 -1.43 -0.16
N -0.12 5.26 -0.71 0.23
F -2.40 5.22 -5.96 0.18
C -2.63 2.73 -7.29 -0.09
C -2.77 1.45 -7.93 -0.14
N -2.91 0.42 -8.42 0.24
C -3.40 3.77 -7.90 -0.14
N -4.07 4.57 -8.38 0.25
C 2.32 -4.04 -0.27 0.01
N 1.10 -4.59 0.31 -0.04
C 1.08 -6.05 0.49 -0.12
C -0.34 -6.55 0.39 -0.14
C -1.17 -5.83 1.44 -0.13
N -0.97 -4.38 1.34 -0.05
C -1.99 -3.57 1.99 0.00
C 0.11 -3.82 0.77 -0.37
O 0.16 -2.55 0.68 0.03
H 2.50 -4.51 -1.24 0.10
H 3.17 -4.23 0.38 0.11
H 2.22 -2.97 -0.40 0.06
H 1.52 -6.30 1.46 0.14
H 1.72 -6.48 -0.28 0.13
H -0.38 -7.62 0.56 0.13
H -0.74 -6.34 -0.60 0.13
H -0.89 -6.17 2.45 0.14
H -2.23 -6.03 1.31 0.13
H -2.94 -3.67 1.47 0.09
H -1.68 -2.53 2.01 0.07
H -2.12 -3.92 3.02 0.11
C -5.36 0.62 -0.27 -0.16
N -4.36 1.53 -0.82 -0.14
C -4.33 1.39 -2.27 -0.17
N -4.09 0.02 -2.72 -0.14
C -5.11 -0.85 -2.11 -0.17
N -5.15 -0.77 -0.65 -0.14
C -3.95 -1.34 -0.04 -0.31
P -2.40 -0.43 -0.55 1.06
C -3.05 1.31 -0.23 -0.29
C -2.75 -0.44 -2.39 -0.30
H -6.34 0.93 -0.63 0.14
H -5.36 0.70 0.82 0.14
H -3.56 2.05 -2.68 0.12
H -5.30 1.70 -2.66 0.14
H -4.92 -1.88 -2.42 0.13
H -6.08 -0.55 -2.49 0.14
H -3.85 -2.38 -0.34 0.09
H -4.05 -1.32 1.05 0.09
H -2.35 2.04 -0.63 0.07
H -3.12 1.49 0.84 0.08
H -2.62 -1.45 -2.77 0.08
H -2.01 0.19 -2.89 0.07
```

Output
**Lowest unoccupied orbital energy (spin up / spin down)**: -7.762 / -7.765 eV
**Total energy**: -3526.558515 a.u.
**Charge**: +2
**HOMO-LUMO gap (spin up / spin down)**: 4.4 / 4.4 eV
**ΔE to the lowest compared entry with this formula, charge and spin**: 0.00 kJ/mol
**E_HOMO (spin up / spin down)**: -12.146 / -12.146 eV


# 3
This record from the OMol25 dataset describes a structure of composition C44H42CaN8O4. The level of theory is wB97M-V/def2-TZVPD.

```
99
Properties=species:S:1:pos:R:3:lowdin_charge:R:1
Ca -0.04 0.00 0.09 1.39
C 4.96 -2.00 4.89 -0.06
C 4.28 -1.61 3.61 -0.28
C 4.88 -1.68 2.40 -0.02
C 4.17 -1.36 1.20 -0.13
C 4.87 -1.51 -0.01 -0.02
N 4.36 -1.82 -1.18 0.07
C 3.12 -2.58 -1.37 -0.17
C 2.25 -2.07 -2.50 -0.14
C 1.13 -3.08 -2.83 -0.19
N 1.23 -4.34 -2.13 -0.04
C 0.21 -4.95 -1.43 -0.07
C -0.99 -4.41 -0.88 -0.15
C -2.04 -5.34 -0.72 -0.02
C -3.25 -5.05 -0.11 -0.30
C -4.34 -6.08 0.01 -0.07
C -3.42 -3.76 0.35 -0.03
C -2.43 -2.77 0.19 -0.13
C -2.81 -1.48 0.74 -0.13
N -2.48 -0.31 0.35 -0.05
C -3.04 0.78 1.14 -0.24
C -2.00 1.43 2.05 -0.18
C -1.31 0.48 3.04 -0.23
N -0.25 -0.31 2.44 0.00
C 1.05 0.26 2.80 -0.55
C 2.27 -0.62 2.55 -0.06
C 2.97 -1.05 3.64 0.02
C 2.84 -0.80 1.22 -0.30
O 2.29 -0.42 0.14 -0.14
C -1.16 -3.07 -0.38 -0.32
O -0.18 -2.22 -0.39 -0.22
H 5.92 -2.47 4.70 0.07
H 4.35 -2.70 5.46 0.08
H 5.13 -1.13 5.53 0.08
H 5.91 -2.04 2.31 0.11
H 5.95 -1.37 -0.01 0.14
H 4.99 -1.81 -1.97 0.15
H 2.56 -2.60 -0.45 0.12
H 3.45 -3.60 -1.58 0.12
H 2.86 -1.89 -3.40 0.11
H 1.84 -1.11 -2.20 0.08
H 1.12 -3.27 -3.91 0.12
H 0.17 -2.66 -2.56 0.06
H 1.92 -4.98 -2.48 0.12
H 0.30 -6.03 -1.42 0.10
H -1.87 -6.35 -1.10 0.11
H -3.95 -7.08 -0.16 0.07
H -5.14 -5.91 -0.71 0.07
H -4.79 -6.06 1.00 0.07
H -4.35 -3.48 0.84 0.11
H -3.53 -1.57 1.56 0.12
H -3.88 0.41 1.75 0.11
H -3.44 1.54 0.46 0.11
H -2.50 2.24 2.59 0.11
H -1.22 1.91 1.45 0.06
H -2.07 -0.23 3.43 0.12
H -0.94 1.06 3.89 0.11
H 1.00 0.47 3.89 0.13
H 2.52 -0.89 4.61 0.12
C -0.03 8.96 -11.12 -0.08
O 0.23 9.34 -9.78 -0.08
C 0.20 8.37 -8.84 -0.28
C -0.08 7.03 -9.09 -0.01
C -0.09 6.12 -8.04 -0.01
C 0.17 6.53 -6.73 -0.16
C 0.45 7.87 -6.50 -0.03
C 0.46 8.79 -7.53 0.00
C 0.14 5.53 -5.66 -0.26
N -0.11 4.25 -5.83 0.19
C -0.03 3.70 -4.57 -0.18
C 0.27 4.66 -3.64 -0.13
N 0.38 5.83 -4.35 0.18
C 0.41 4.38 -2.24 -0.08
C 0.71 5.33 -1.26 -0.01
C 0.83 4.93 0.05 -0.03
C 0.61 3.58 0.36 -0.11
N 0.30 2.67 -0.54 0.10
C 0.22 3.05 -1.83 -0.13
C -0.09 2.01 -2.82 -0.13
N -0.24 0.75 -2.38 0.06
C -0.58 -0.19 -3.25 -0.12
C -0.73 0.05 -4.62 -0.03
C -0.54 1.32 -5.09 0.01
C -0.22 2.34 -4.18 -0.08
H 0.05 9.86 -11.71 0.09
H -1.04 8.54 -11.23 0.10
H 0.70 8.23 -11.48 0.10
H -0.29 6.68 -10.09 0.10
H -0.31 5.08 -8.22 0.11
H 0.66 8.23 -5.50 0.10
H 0.68 9.83 -7.36 0.12
H 0.58 6.74 -3.98 0.14
H 0.87 6.37 -1.53 0.11
H 1.07 5.63 0.83 0.11
H 0.71 3.21 1.38 0.09
H -0.74 -1.17 -2.84 0.09
H -0.99 -0.77 -5.27 0.11
H -0.64 1.57 -6.14 0.12
O 1.04 1.34 1.99 -0.22
```

Output
**Lowest unoccupied orbital energy (spin up / spin down)**: -0.037 / -0.035 eV
**Total energy**: -3118.573491 a.u.
**HOMO-LUMO gap (spin up / spin down)**: 6.6 / 4.7 eV
**ΔE to the lowest compared entry with this formula, charge and spin**: 117.08 kJ/mol
**E_HOMO (spin up / spin down)**: -6.660 / -4.724 eV


# 4
This record from the OMol25 dataset describes a structure of composition C44H42IrN9O3PS2. The level of theory is wB97M-V/def2-TZVPD.

```
102
Properties=species:S:1:pos:R:3:lowdin_charge:R:1
Ir 0.64 -0.75 0.65 1.06
S 0.38 2.98 7.05 1.08
N 0.99 1.53 6.70 -0.20
C 0.68 1.27 5.44 -0.30
C 1.02 0.06 4.72 -0.07
C 1.72 -1.01 5.28 0.04
C 1.95 -2.12 4.49 0.01
C 1.53 -2.14 3.17 -0.09
N 0.88 -1.11 2.61 -0.07
C 0.62 -0.02 3.39 -0.12
C -0.14 1.04 2.75 -0.11
N -0.52 0.83 1.46 0.02
C -1.32 1.72 0.87 -0.32
C -1.70 2.90 1.51 0.01
C -1.29 3.14 2.80 0.06
C -0.51 2.19 3.46 -0.07
C -0.06 2.30 4.83 -0.30
N -0.30 3.33 5.63 -0.20
H 2.05 -0.96 6.31 0.13
H 2.49 -2.97 4.88 0.13
H 1.71 -2.99 2.53 0.08
H -1.32 0.59 -0.85 0.07
H -2.31 3.63 0.99 0.11
H -1.57 4.05 3.31 0.14
C 4.94 -3.81 -2.15 -0.06
C 4.25 -4.74 -1.18 -0.18
N 2.82 -4.42 -0.98 -0.11
C 1.84 -5.23 -1.71 -0.22
C 1.61 -4.73 -3.13 -0.06
C 2.49 -3.39 -0.22 -0.64
S 0.79 -3.01 0.03 0.69
N 3.47 -2.81 0.47 0.11
C 3.52 -1.53 0.81 -0.47
O 2.81 -0.60 0.32 -0.17
C 4.51 -1.16 1.86 -0.15
C 5.35 -2.12 2.42 -0.02
C 6.20 -1.77 3.46 -0.06
C 6.21 -0.47 3.95 -0.07
C 5.37 0.49 3.38 -0.07
C 4.53 0.14 2.34 -0.03
H 5.99 -4.08 -2.24 0.09
H 4.90 -2.78 -1.80 0.07
H 4.50 -3.86 -3.15 0.07
H 4.73 -4.70 -0.20 0.11
H 4.29 -5.77 -1.53 0.12
H 0.91 -5.24 -1.15 0.08
H 2.22 -6.25 -1.72 0.12
H 1.40 -3.66 -3.11 0.05
H 0.76 -5.24 -3.58 0.08
H 2.48 -4.89 -3.77 0.08
H 5.33 -3.13 2.04 0.11
H 6.85 -2.52 3.90 0.11
H 6.87 -0.20 4.76 0.11
H 5.39 1.51 3.75 0.11
H 3.87 0.88 1.89 0.11
C 2.77 0.38 -2.83 0.02
O 1.64 -0.45 -3.21 0.02
C 0.66 -0.55 -2.34 -0.58
O 0.60 0.14 -1.30 -0.14
N -0.28 -1.42 -2.71 0.03
N -1.42 -1.57 -1.93 0.07
H 3.47 0.28 -3.64 0.10
H 3.18 0.01 -1.89 0.08
H 2.44 1.41 -2.72 0.10
H -0.06 -2.07 -3.45 0.15
H -1.34 -2.42 -1.38 0.04
H -2.24 -1.60 -2.53 0.07
N -1.77 1.40 -0.41 -0.02
P -3.14 1.99 -1.14 1.05
C -2.85 3.62 -1.81 -0.32
C -3.85 4.20 -2.60 -0.08
C -3.64 5.44 -3.18 -0.04
C -2.42 6.09 -2.98 -0.04
C -1.42 5.51 -2.22 -0.05
C -1.63 4.27 -1.64 -0.07
C -3.46 0.90 -2.51 -0.30
C -4.48 -0.05 -2.46 -0.06
C -4.69 -0.88 -3.55 -0.05
C -3.89 -0.76 -4.68 -0.05
C -2.89 0.20 -4.74 -0.05
C -2.67 1.04 -3.66 -0.07
C -4.44 1.98 0.07 -0.31
C -4.60 0.84 0.85 -0.09
C -5.61 0.78 1.79 -0.05
C -6.47 1.87 1.96 -0.04
C -6.31 3.01 1.19 -0.04
C -5.29 3.07 0.25 -0.05
H -4.79 3.69 -2.77 0.12
H -4.41 5.90 -3.78 0.12
H -2.26 7.06 -3.44 0.12
H -0.48 6.01 -2.08 0.12
H -0.84 3.80 -1.06 0.11
H -5.11 -0.14 -1.59 0.11
H -5.49 -1.61 -3.52 0.12
H -4.07 -1.40 -5.54 0.12
H -2.28 0.31 -5.63 0.12
H -1.90 1.80 -3.71 0.12
H -3.92 0.00 0.74 0.12
H -5.74 -0.11 2.40 0.12
H -7.26 1.82 2.69 0.12
H -6.96 3.85 1.33 0.12
H -5.16 3.98 -0.34 0.10
```

Output
**Lowest unoccupied orbital energy (spin up / spin down)**: -5.250 / -5.594 eV
**Spin multiplicity**: 2
**Total energy**: -3662.150868 a.u.
**Charge**: +2
**HOMO-LUMO gap (spin up / spin down)**: 6.7 / 6.8 eV
**ΔE to the lowest compared entry with this formula, charge and spin**: 52.74 kJ/mol
**E_HOMO (spin up / spin down)**: -11.921 / -12.442 eV